{"formula": "C6H9NO", "method": "wB97M-V/def2-TZVPD", "symbols": ["C", "C", "C", "C", "C", "C", "N", "O", "H", "H", "H", "H", "H", "H", "H", "H", "H"], "coordinates": [[-0.721465, 2.760244, -0.638716], [-0.398044, 4.035086, -0.157962], [0.145332, -1.458293, 0.563648], [-1.068658, 1.915954, -1.805905], [-0.835052, 1.448188, -0.414655], [1.878276, -3.050710, 0.846653], [-0.963478, -1.954520, 0.808103], [1.320104, -1.752193, 0.439061], [-0.177533, 4.126307, 0.963977], [-0.732748, 4.879564, -0.810791], [-2.233429, 1.984845, -2.136542], [-0.430685, 1.735134, -2.620444], [-1.244898, 0.826119, 0.330688], [2.551545, -3.304779, 0.023094], [0.956028, -3.668761, 0.872349], [2.339617, -3.068255, 1.872666], [-1.068260, -2.904498, 1.199650]], "atomic_forces_ev_per_a": [[1.6, 2.1, 0.7], [-1.4, -1.0, 0.3], [-5.1, 0.8, 0.1], [-4.4, 0.4, 0.0], [-0.1, 0.2, -0.1], [-1.4, -0.5, 0.3], [0.0, -0.1, 0.5], [5.8, -0.4, 0.1], [-0.2, 0.2, -2.0], [0.8, -0.5, 1.0], [2.7, -0.2, 0.5], [1.0, -0.3, -0.8], [-0.1, -0.9, 0.4], [-0.1, -0.2, 0.5], [1.0, -0.4, -0.1], [-0.3, 0.5, -1.2], [0.2, 0.4, -0.3]], "homo_ev": [-7.719, -7.975], "max_force_ev_per_a": 5.8, "charge": 0, "e_above_lowest_kj_mol": 760.69, "orbital_gap_ev": [7.867, 7.666], "e_lumo_ha": [0.0054, -0.0114]}

=====

{"formula": "C7H15ClN", "method": "wB97M-V/def2-TZVPD", "symbols": ["C", "C", "C", "C", "C", "C", "C", "N", "Cl", "H", "H", "H", "H", "H", "H", "H", "H", "H", "H", "H", "H", "H", "H", "H"], "coordinates": [[1.561736, -0.538121, 0.178222], [1.289752, -1.654803, 1.099532], [0.077968, -0.444182, -1.919277], [0.755426, 1.756715, -0.797548], [-1.803522, -0.809954, 0.363990], [-1.079473, 1.232847, 1.324719], [0.268792, 0.304030, -0.567136], [-1.010758, 0.401618, 0.182731], [3.066001, 0.065391, -0.043136], [2.107831, -1.731553, 1.790774], [0.363707, -1.440559, 1.639620], [1.201669, -2.580181, 0.554565], [-0.092232, -1.436954, -1.704363], [1.009110, -0.397413, -2.535829], [-0.822862, -0.193869, -2.585847], [-0.062982, 2.208235, -1.331595], [1.608057, 1.823394, -1.476956], [1.182595, 2.154008, 0.079509], [-2.899791, -0.579409, 0.352704], [-1.749364, -1.499592, 1.155184], [-1.577145, -1.311979, -0.534949], [-2.070181, 1.841148, 1.253684], [-0.338509, 2.041850, 1.237406], [-0.985817, 0.789334, 2.284003]], "atomic_forces_ev_per_a": [[-2.6, 1.1, -0.7], [0.4, 1.3, 0.2], [0.3, 1.6, -1.1], [0.7, -1.8, -1.6], [-1.7, 1.3, -2.3], [-1.2, 3.9, -0.7], [0.1, 0.3, 0.0], [1.6, -2.0, 0.3], [0.0, -0.5, 0.2], [0.4, -0.4, 0.4], [0.0, -0.2, -0.2], [-0.2, -0.5, -0.4], [-0.1, -2.5, 0.3], [-0.7, 0.1, 0.5], [1.3, 0.5, 1.3], [-0.3, 0.9, 0.5], [-0.2, -0.5, -0.3], [-0.4, 1.2, 1.1], [0.9, 0.2, -0.2], [1.1, -0.5, 1.7], [-0.5, -1.3, -0.8], [1.4, -1.3, 0.5], [-0.3, -0.4, 0.4], [0.0, -0.8, 0.9]], "homo_ev": -12.799, "max_force_ev_per_a": 4.1, "charge": 1, "e_above_lowest_kj_mol": 398.14, "orbital_gap_ev": 6.385, "e_lumo_ha": -0.2357}

=====

{"formula": "C20H52N4O6", "method": "wB97M-V/def2-TZVPD", "symbols": ["C", "O", "C", "C", "C", "N", "H", "H", "H", "H", "H", "H", "H", "H", "H", "H", "H", "C", "O", "C", "C", "C", "N", "H", "H", "H", "H", "H", "H", "H", "H", "H", "H", "H", "C", "O", "C", "C", "N", "C", "C", "O", "C", "H", "H", "H", "H", "H", "H", "H", "H", "H", "H", "H", "H", "H", "H", "H", "C", "O", "C", "C", "N", "C", "C", "O", "C", "H", "H", "H", "H", "H", "H", "H", "H", "H", "H", "H", "H", "H", "H", "H"], "coordinates": [[-3.082746, -2.525432, 2.090176], [-1.877744, -2.737585, 1.403727], [-1.072151, -1.575513, 1.294723], [-1.626773, -0.440658, 0.473976], [-1.811173, -0.792155, -0.995238], [-0.647625, 0.658496, 0.554269], [-3.344215, -3.428331, 2.641146], [-3.881995, -2.224349, 1.406028], [-2.995571, -1.734008, 2.852108], [-0.918633, -1.206320, 2.319491], [-0.136136, -1.913262, 0.852873], [-2.591733, -0.068167, 0.852993], [-2.159581, 0.067363, -1.573381], [-2.589384, -1.540670, -1.175448], [-0.896863, -1.231601, -1.396194], [-0.423250, 0.885861, 1.516777], [-0.979542, 1.497403, 0.098013], [-2.150149, 2.482482, 3.283834], [-1.173554, 1.986043, 4.199876], [-1.697027, 1.369971, 5.343308], [-2.073206, 2.312490, 6.492409], [-3.334928, 3.129334, 6.339603], [-0.966961, 3.255508, 6.812909], [-3.016935, 2.920843, 3.766040], [-2.484817, 1.633878, 2.669354], [-1.608010, 3.166975, 2.635853], [-2.539681, 0.709834, 5.081612], [-0.918970, 0.703845, 5.727106], [-2.196968, 1.682872, 7.379848], [-3.224967, 4.036656, 5.733316], [-3.602172, 3.574030, 7.305259], [-4.205998, 2.581685, 5.979013], [-0.093947, 2.760508, 6.660765], [-1.011437, 3.982670, 6.106585], [-3.684209, -2.814788, -3.815203], [-2.622191, -2.696740, -4.748757], [-1.374189, -2.628635, -4.151641], [-0.250278, -2.972663, -5.118469], [-0.134986, -1.963400, -6.157016], [0.990417, -2.125836, -7.037431], [2.351332, -1.910451, -6.399343], [2.362954, -0.624964, -5.825521], [3.316421, -0.467071, -4.800881], [-3.530376, -3.665880, -3.147260], [-4.592534, -2.912741, -4.404157], [-3.768089, -1.897673, -3.220070], [-1.271223, -3.299855, -3.286792], [-1.138429, -1.612285, -3.787422], [-0.440409, -3.942558, -5.579009], [0.646113, -2.974751, -4.475823], [-0.136772, -1.037216, -5.751933], [0.892896, -1.384631, -7.841124], [0.936237, -3.074345, -7.577744], [3.139259, -2.003954, -7.162128], [2.576357, -2.690009, -5.657955], [4.273933, -0.934993, -5.061518], [2.954299, -0.890450, -3.859482], [3.517452, 0.600500, -4.711948], [2.391265, -2.231500, 2.304931], [1.815463, -1.054761, 2.840583], [2.701666, 0.037002, 2.899098], [3.082564, 0.536851, 1.510716], [3.702314, 1.835249, 1.564814], [3.621741, 2.585847, 0.329740], [2.246558, 3.130081, -0.004242], [2.196063, 3.620227, -1.327601], [1.631438, 2.704930, -2.255369], [2.429152, -2.176796, 1.210186], [1.752224, -3.072825, 2.566210], [3.401482, -2.384272, 2.698328], [3.577901, -0.189631, 3.520165], [2.131164, 0.812288, 3.426899], [2.189686, 0.464475, 0.871863], [3.775078, -0.207860, 1.088558], [3.382672, 2.348180, 2.375254], [3.993334, 1.973166, -0.499741], [4.351304, 3.402037, 0.354746], [2.034588, 3.991357, 0.639861], [1.466363, 2.381687, 0.183674], [0.578576, 2.531580, -2.003462], [2.145044, 1.738180, -2.218263], [1.723222, 3.169201, -3.231050]], "atomic_forces_ev_per_a": [[-0.2, 0.4, 0.4], [0.0, 0.0, -0.3], [-0.3, -0.3, 0.7], [-0.3, 1.0, -0.8], [-0.5, -0.5, -0.1], [0.4, -0.3, 0.0], [-0.1, -0.1, -0.3], [-0.1, -0.2, 0.1], [0.2, 0.0, -0.1], [0.4, 0.0, -0.1], [0.1, 0.1, 0.1], [0.0, -0.5, 0.2], [0.4, 0.1, 0.0], [0.0, -0.1, 0.4], [0.1, 0.4, -0.1], [-0.1, 0.0, 0.0], [-0.1, 0.0, 0.0], [0.6, -1.0, -0.1], [-0.1, 0.6, -0.2], [-0.3, -0.5, 0.3], [0.6, 0.5, 0.2], [-0.6, 0.9, 0.4], [-0.6, -0.5, -0.3], [0.0, 0.3, 0.1], [-0.2, 0.2, 0.0], [-0.3, 0.3, 0.0], [-0.1, 0.1, 0.0], [0.1, 0.1, -0.1], [-0.1, -0.2, -0.1], [0.2, -0.4, -0.4], [0.0, -0.4, 0.1], [0.1, -0.2, 0.0], [0.1, 0.2, 0.1], [0.3, 0.1, 0.0], [0.3, 0.6, -0.4], [-0.6, -0.4, 0.0], [1.1, 0.2, 0.1], [-0.2, 0.8, 0.3], [-0.5, -0.4, -0.1], [0.1, 0.6, -0.7], [0.2, -0.6, -0.2], [0.0, 0.1, 0.0], [0.3, 0.1, -0.3], [-0.1, -0.1, 0.0], [-0.1, -0.2, 0.1], [0.0, -0.1, 0.1], [-0.3, -0.1, 0.0], [-0.3, 0.0, 0.1], [0.2, -0.1, 0.1], [0.1, -0.5, -0.1], [0.1, 0.0, 0.0], [0.0, 0.1, 0.2], [0.1, -0.2, 0.3], [0.0, 0.1, 0.0], [-0.1, 0.1, 0.2], [-0.1, -0.1, 0.0], [0.0, 0.1, 0.1], [-0.2, 0.0, 0.2], [-0.1, 0.2, -0.2], [0.0, -0.4, 0.2], [-0.5, 0.5, 0.1], [0.1, -1.0, 0.0], [0.2, -0.1, 0.0], [0.7, 0.1, -0.1], [-0.2, 0.4, 0.1], [-0.1, -0.1, -0.3], [0.1, 0.2, 0.7], [0.2, 0.0, 0.0], [0.0, 0.0, 0.1], [0.0, -0.1, 0.0], [0.1, -0.1, -0.2], [0.1, 0.0, -0.1], [-0.1, 0.3, 0.2], [0.1, 0.3, -0.1], [-0.1, 0.2, -0.2], [-0.2, -0.3, 0.1], [-0.2, 0.1, 0.1], [0.0, -0.1, 0.1], [0.1, 0.0, -0.1], [0.0, 0.0, -0.2], [0.0, 0.0, -0.2], [0.0, -0.1, -0.1]], "smiles": "COC[C@H](C)N.COC[C@H](C)N.COCCNCCOC.COCCNCCOC", "homo_ev": -8.508, "max_force_ev_per_a": 1.3, "charge": 0, "e_above_lowest_kj_mol": 0.00, "orbital_gap_ev": 9.056, "e_lumo_ha": 0.0201}

=====

{"formula": "C6H6NO3", "method": "wB97M-V/def2-TZVPD", "symbols": ["C", "C", "C", "C", "C", "C", "N", "O", "O", "O", "H", "H", "H", "H", "H", "H"], "coordinates": [[0.903205, -0.541345, 1.128838], [-3.836973, -0.406786, -0.409020], [0.278661, -0.306779, -0.013582], [-1.121878, -0.079734, -0.270164], [-2.817315, 1.441095, 0.759713], [1.037926, -0.250869, -1.327756], [-3.649820, 0.617009, 0.428774], [-4.521601, -1.423528, -0.255882], [-1.852383, -1.018473, -0.599837], [-2.547069, 2.393355, 1.388543], [1.983356, -0.749606, 1.155701], [0.496398, -0.335959, 2.089551], [-3.588656, -0.101993, -1.440625], [0.304230, -0.353263, -2.119838], [1.775787, -1.089496, -1.535413], [1.484153, 0.719191, -1.489456]], "atomic_forces_ev_per_a": [[1.1, 0.4, 0.3], [-1.1, -1.3, -3.2], [1.5, -0.7, -1.2], [-1.9, 0.4, 1.2], [-0.1, -1.0, -0.1], [0.2, -1.3, -0.7], [-0.9, 0.1, 1.5], [0.6, 1.0, 0.9], [1.4, 0.4, 0.4], [1.1, 1.1, 0.1], [-0.4, 0.2, -0.3], [-0.8, -0.3, 0.6], [-0.3, 0.0, -0.1], [-0.1, 0.0, -0.4], [-0.7, 1.1, 0.7], [0.4, 0.2, 0.1]], "homo_ev": -3.049, "max_force_ev_per_a": 3.6, "charge": -1, "e_above_lowest_kj_mol": 349.49, "orbital_gap_ev": 6.742, "e_lumo_ha": 0.1357}

=====

{"formula": "CH5NOP", "method": "wB97M-V/def2-TZVPD", "symbols": ["C", "N", "O", "P", "H", "H", "H", "H", "H"], "coordinates": [[0.934723, 0.278279, -0.501638], [-0.287219, 0.596274, -0.061569], [-0.595446, 1.762825, 0.052310], [-1.467742, -0.716988, 0.007476], [1.037789, -0.588183, -1.298737], [1.457997, -0.591767, 0.739521], [1.728019, 0.933836, -0.548986], [-2.215030, 0.029908, 0.989676], [-0.593087, -1.704187, 0.621950]], "atomic_forces_ev_per_a": [[4.7, -7.2, 1.3], [-2.1, 2.2, -0.1], [0.0, -1.0, 0.4], [-1.1, -0.3, 0.2], [-0.7, 1.8, 1.6], [-1.3, 2.3, -3.2], [0.9, 2.2, -0.3], [0.5, -0.9, 0.0], [-0.8, 0.9, 0.2]], "homo_ev": [-15.934, -15.934], "max_force_ev_per_a": 8.6, "charge": 1, "e_above_lowest_kj_mol": 552.67, "orbital_gap_ev": [8.349, 8.350], "e_lumo_ha": [-0.2788, -0.2787]}

=====

Number 3 is which compound? C20H52N4O6

=====

Repeat the second record exactly.
{"formula": "C7H15ClN", "method": "wB97M-V/def2-TZVPD", "symbols": ["C", "C", "C", "C", "C", "C", "C", "N", "Cl", "H", "H", "H", "H", "H", "H", "H", "H", "H", "H", "H", "H", "H", "H", "H"], "coordinates": [[1.561736, -0.538121, 0.178222], [1.289752, -1.654803, 1.099532], [0.077968, -0.444182, -1.919277], [0.755426, 1.756715, -0.797548], [-1.803522, -0.809954, 0.363990], [-1.079473, 1.232847, 1.324719], [0.268792, 0.304030, -0.567136], [-1.010758, 0.401618, 0.182731], [3.066001, 0.065391, -0.043136], [2.107831, -1.731553, 1.790774], [0.363707, -1.440559, 1.639620], [1.201669, -2.580181, 0.554565], [-0.092232, -1.436954, -1.704363], [1.009110, -0.397413, -2.535829], [-0.822862, -0.193869, -2.585847], [-0.062982, 2.208235, -1.331595], [1.608057, 1.823394, -1.476956], [1.182595, 2.154008, 0.079509], [-2.899791, -0.579409, 0.352704], [-1.749364, -1.499592, 1.155184], [-1.577145, -1.311979, -0.534949], [-2.070181, 1.841148, 1.253684], [-0.338509, 2.041850, 1.237406], [-0.985817, 0.789334, 2.284003]], "atomic_forces_ev_per_a": [[-2.6, 1.1, -0.7], [0.4, 1.3, 0.2], [0.3, 1.6, -1.1], [0.7, -1.8, -1.6], [-1.7, 1.3, -2.3], [-1.2, 3.9, -0.7], [0.1, 0.3, 0.0], [1.6, -2.0, 0.3], [0.0, -0.5, 0.2], [0.4, -0.4, 0.4], [0.0, -0.2, -0.2], [-0.2, -0.5, -0.4], [-0.1, -2.5, 0.3], [-0.7, 0.1, 0.5], [1.3, 0.5, 1.3], [-0.3, 0.9, 0.5], [-0.2, -0.5, -0.3], [-0.4, 1.2, 1.1], [0.9, 0.2, -0.2], [1.1, -0.5, 1.7], [-0.5, -1.3, -0.8], [1.4, -1.3, 0.5], [-0.3, -0.4, 0.4], [0.0, -0.8, 0.9]], "homo_ev": -12.799, "max_force_ev_per_a": 4.1, "charge": 1, "e_above_lowest_kj_mol": 398.14, "orbital_gap_ev": 6.385, "e_lumo_ha": -0.2357}